(1)
{
  "formula": "C5H13N3O",
  "method": "ωB97M-V/def2-TZVPD",
  "elements": ["N", "H", "C", "N", "C", "C", "H", "H", "H", "H", "H", "H", "H", "C", "C", "O", "H", "H", "H", "H", "H", "N"],
  "positions_angstrom": [[-0.278201, 0.537228, -1.984923], [-1.083605, -1.151958, -1.442678], [-1.345134, 0.678359, 1.207164], [-0.549568, 1.887722, -1.857027], [0.963257, 0.310126, 0.225939], [2.121509, -0.651581, 0.365403], [3.054279, -0.119767, 0.188099], [0.793536, 0.385021, -1.580109], [2.145330, -1.056566, 1.377628], [-0.209519, -1.733822, 1.869642], [2.031964, -1.480493, -0.336514], [-2.385070, 0.361589, 1.162695], [-1.623124, -1.994894, 0.857589], [-0.582355, -1.676909, 0.848659], [-0.495340, -0.244261, 0.329364], [1.145462, 1.526073, 0.362327], [-1.291576, 1.699296, 0.841887], [-0.374455, 2.341620, -2.750083], [-0.019826, -2.373276, 0.228305], [0.011207, 2.317476, -1.092988], [-0.995834, 0.649693, 2.238071], [-1.032939, -0.210678, -1.058449]],
  "atomic_forces_ev_per_a": [[3.405, -0.937, 1.290], [0.010, 0.221, 0.104], [0.276, 0.050, -0.114], [0.092, 1.198, 0.307], [0.084, 1.281, 2.576], [0.136, 0.205, -0.734], [-0.020, 0.012, -0.015], [-2.609, 0.442, -2.094], [-0.178, 0.004, 0.014], [0.005, -0.067, 0.069], [0.052, -0.101, 0.068], [0.007, -0.119, -0.004], [-0.081, 0.026, -0.021], [0.179, 0.195, 0.006], [-0.359, 0.206, -0.931], [0.047, -1.522, -0.463], [0.001, 0.033, 0.029], [0.050, -0.130, 0.312], [0.043, -0.044, -0.010], [-0.505, -0.220, -0.698], [-0.011, 0.055, 0.126], [-0.626, -0.786, 0.184]],
  "nbo_charge": [-0.26, 0.35, -0.60, -0.67, 0.56, -0.72, 0.24, 0.26, 0.25, 0.22, 0.23, 0.22, 0.23, -0.62, -0.01, -0.57, 0.24, 0.36, 0.21, 0.36, 0.20, -0.47],
  "homo_energy_ha": -0.3331,
  "smiles": "CC(=O)C(C)(C)NNN",
  "charge": 0,
  "max_force_ha_per_bohr": 0.0731,
  "e_lumo_ev": 0.6,
  "orbital_gap_ev": 9.70
}

---

(2)
{
  "formula": "C19H24N4OS3ScSe2",
  "method": "ωB97M-V/def2-TZVPD",
  "elements": ["C", "S", "H", "C", "H", "Sc", "H", "C", "H", "C", "C", "H", "H", "H", "C", "C", "N", "H", "H", "N", "S", "H", "H", "H", "N", "H", "H", "Se", "H", "C", "C", "C", "H", "C", "C", "O", "H", "N", "C", "H", "C", "C", "H", "C", "H", "Se", "C", "H", "H", "H", "C", "C", "H", "S"],
  "positions_angstrom": [[-3.291089, 3.592738, -0.901688], [2.609279, 1.919998, -2.361815], [1.498692, -3.278916, -1.778113], [0.049223, 0.644467, -3.105983], [5.678660, -4.282120, 1.127693], [-0.788184, 0.821517, 0.432446], [-2.505648, 5.176219, 0.319692], [0.560558, 0.093954, 3.099309], [0.743398, -0.183954, -3.235289], [-4.632167, 1.003459, -0.443498], [-1.904384, -1.618204, -1.629490], [-0.423928, 3.264551, 3.358947], [-2.531782, -2.902709, -3.221406], [-1.241237, 4.172593, -0.430795], [-0.783526, 3.962435, 2.606118], [-2.234189, 4.165083, 0.018737], [1.437191, -0.286144, 2.204567], [-0.980171, 0.319845, -3.222803], [-4.613168, 1.276720, 0.608226], [0.797948, -0.572856, 1.028363], [1.118590, 2.448174, 0.191711], [0.288723, 1.429984, -3.817217], [1.430575, -4.196190, 0.662816], [0.361701, 0.530718, 5.069494], [1.015872, 0.465667, 4.310122], [-1.232436, 4.831428, 3.076719], [1.987724, 0.305808, 4.522258], [-3.034631, 1.687164, -1.329829], [-5.499840, 1.426055, -0.941481], [0.234516, -1.857533, -0.816467], [3.549913, -4.389672, 0.916083], [4.767423, -3.725868, 0.952563], [3.686459, -0.558290, 0.427627], [-0.473778, -3.216235, -2.652886], [0.516347, -2.829691, -1.761749], [0.143312, 1.165203, -1.765809], [0.024670, 4.245198, 1.937499], [-0.960507, -1.222868, -0.777440], [-1.718481, -2.618751, -2.569459], [-0.277105, -3.979994, -3.393185], [1.201088, -1.519108, 0.268219], [3.654889, -1.633036, 0.554304], [-3.326300, 4.118227, -1.853241], [4.819323, -2.349588, 0.769160], [5.769112, -1.833062, 0.799550], [-2.146384, 3.023781, 1.593226], [2.432920, -2.299308, 0.502709], [-4.648395, -0.078939, -0.542488], [-4.279779, 3.637405, -0.447000], [3.506874, -5.459319, 1.070047], [1.308571, 1.821704, -1.402404], [2.382317, -3.678255, 0.682129], [-2.859213, -1.113205, -1.566558], [-1.189525, 0.133710, 2.857774]],
  "atomic_forces_ev_per_a": [[-0.076, -0.020, -0.058], [-0.079, -0.022, 0.016], [-0.012, -0.018, -0.022], [-0.006, -0.042, 0.026], [0.003, 0.005, -0.001], [0.034, -0.041, -0.150], [-0.009, 0.002, -0.011], [0.069, -0.122, -0.108], [-0.001, 0.005, -0.013], [0.024, 0.086, 0.035], [0.006, -0.013, -0.025], [-0.006, 0.001, 0.002], [0.002, -0.004, -0.003], [-0.020, 0.038, -0.046], [-0.026, -0.034, -0.028], [0.052, -0.040, 0.067], [-0.061, -0.046, 0.031], [0.001, 0.005, -0.005], [-0.036, -0.011, 0.001], [-0.107, 0.051, 0.055], [-0.140, 0.028, 0.116], [0.002, 0.006, 0.000], [-0.004, 0.007, -0.004], [0.023, 0.019, 0.013], [-0.074, -0.005, 0.026], [0.013, 0.005, 0.010], [0.011, 0.000, -0.025], [0.029, -0.145, -0.009], [-0.025, -0.021, 0.025], [0.123, 0.010, 0.099], [-0.028, 0.036, -0.011], [0.013, 0.017, 0.000], [-0.011, 0.004, -0.001], [-0.028, 0.014, -0.002], [0.006, 0.005, 0.011], [0.024, 0.098, 0.076], [0.005, 0.027, 0.010], [0.045, -0.026, 0.073], [0.014, 0.007, 0.008], [0.010, -0.002, 0.003], [-0.126, -0.047, -0.062], [-0.010, 0.013, -0.008], [0.042, 0.010, 0.003], [0.013, -0.041, 0.006], [0.002, -0.003, 0.001], [-0.052, 0.026, 0.070], [0.011, 0.011, -0.085], [0.014, -0.007, -0.015], [-0.003, 0.056, -0.017], [0.003, -0.003, 0.002], [0.206, 0.013, -0.089], [0.008, -0.055, 0.025], [-0.009, 0.012, 0.014], [0.139, 0.147, -0.030]],
  "nbo_charge": [-0.54, 0.00, 0.26, -0.26, 0.22, 1.27, 0.25, 0.32, 0.21, -0.76, 0.07, 0.25, 0.24, 0.24, -0.76, -0.59, -0.40, 0.20, 0.24, -0.34, -0.22, 0.23, 0.22, 0.41, -0.78, 0.24, 0.41, 0.33, 0.24, 0.18, -0.21, -0.17, 0.23, -0.12, -0.22, -0.60, 0.24, -0.52, -0.24, 0.24, 0.24, -0.17, 0.25, -0.21, 0.23, 0.37, -0.05, 0.24, 0.24, 0.23, -0.04, -0.21, 0.20, -0.32],
  "homo_energy_ha": -0.4018,
  "charge": 1,
  "max_force_ha_per_bohr": 0.0044,
  "e_lumo_ev": -3.6,
  "orbital_gap_ev": 7.32
}

---

(3)
{
  "formula": "C10H11BrS",
  "method": "ωB97M-V/def2-TZVPD",
  "elements": ["H", "H", "C", "H", "H", "H", "Br", "C", "C", "H", "C", "C", "C", "H", "C", "C", "C", "H", "C", "H", "S", "H", "H"],
  "positions_angstrom": [[1.475725, 3.516421, 1.255719], [4.117356, 0.161652, 1.338369], [-0.779218, -1.400347, 0.328317], [-2.763901, -0.333139, 2.268662], [-3.360428, -2.436562, 0.422238], [-0.771384, 0.052232, -1.142686], [-2.685517, 1.303681, 0.363940], [1.776636, 2.461476, 0.939269], [-3.633130, -1.445107, 0.222585], [3.817796, 2.664401, 1.662482], [3.042066, 1.948184, 1.294436], [2.302480, -0.181686, 0.448388], [-0.033145, -0.530706, -0.630914], [0.264552, -1.109422, -1.510774], [0.858839, 1.648610, 0.371858], [-2.818520, -0.456832, 1.100532], [3.284964, 0.645717, 0.956313], [-3.248936, -1.128890, -0.781051], [0.991986, 0.305592, 0.090413], [-0.154223, 2.009129, 0.220230], [-0.416824, -2.599041, 1.234118], [-4.678072, -1.256018, 0.296085], [2.589047, -1.161092, 0.220930]],
  "atomic_forces_ev_per_a": [[0.546, -1.546, -0.726], [1.970, -0.678, 0.163], [-1.804, 2.177, 1.284], [-0.249, -0.846, -2.527], [0.245, -1.434, 0.410], [-0.536, 1.200, 0.116], [-0.685, 0.020, 0.125], [1.463, 1.872, 1.820], [1.520, 3.230, -0.157], [-0.709, -1.038, -0.030], [-0.500, 2.288, -0.772], [-2.092, 1.165, -1.115], [-1.007, -0.510, 0.006], [0.973, -0.397, 0.529], [-3.217, -0.411, -0.601], [2.584, -0.957, 0.031], [-1.289, -0.287, 0.741], [-0.797, -0.729, 0.504], [3.704, -0.531, 0.134], [0.253, 0.473, -0.176], [0.468, -1.428, 0.404], [-0.986, -0.091, -0.005], [0.147, -1.545, -0.158]],
  "nbo_charge": [0.22, 0.21, -0.08, 0.24, 0.23, 0.25, 0.01, -0.21, -0.65, 0.22, -0.19, -0.17, -0.58, 0.25, -0.21, -0.28, -0.23, 0.21, -0.02, 0.22, 0.16, 0.21, 0.21],
  "homo_energy_ha": [-0.2741, -0.2721],
  "charge": 0,
  "max_force_ha_per_bohr": 0.0728,
  "e_lumo_ev": [-0.3, -0.3],
  "orbital_gap_ev": [7.20, 7.09]
}

---

(4)
{
  "formula": "CHCl3OS",
  "method": "ωB97M-V/def2-TZVPD",
  "elements": ["O", "S", "H", "Cl", "Cl", "Cl", "C"],
  "positions_angstrom": [[-0.879951, 0.744638, -1.605507], [-1.216448, 0.574557, -0.254604], [0.891867, -0.874514, -0.375741], [0.902295, -0.538049, 2.075548], [1.764393, 1.299790, -0.040930], [-2.106059, -1.252035, -0.169863], [0.643905, 0.045610, 0.371097]],
  "atomic_forces_ev_per_a": [[0.463, 0.953, -3.461], [1.323, -0.430, 3.355], [-0.873, 2.103, 1.876], [-0.599, 0.499, -1.166], [-0.159, 0.467, 0.052], [-0.048, -0.552, 0.464], [-0.107, -3.040, -1.119]],
  "nbo_charge": [-0.90, 1.32, 0.25, -0.01, 0.05, -0.23, -0.48],
  "homo_energy_ha": -0.3722,
  "charge": 0,
  "max_force_ha_per_bohr": 0.0706,
  "e_lumo_ev": -0.1,
  "orbital_gap_ev": 10.06
}